(1)
{"formula": "C11H17BN6OPt", "method": "the ωB97M-V functional and the def2-TZVPD basis", "elements": ["C", "N", "N", "C", "C", "B", "N", "N", "C", "C", "C", "Pt", "N", "N", "C", "C", "C", "H", "H", "H", "H", "H", "H", "H", "H", "H", "H", "H", "C", "H", "H", "H", "C", "O", "H", "H", "H"], "positions_angstrom": [[-1.22738, -2.23449, -1.33733], [-1.00992, -1.10183, -0.60622], [-1.02253, -0.03319, -1.47190], [-1.50893, -0.46071, -2.66605], [-1.61780, -1.84087, -2.62113], [-0.57995, 1.42500, -1.19773], [-1.17419, 1.58885, 0.24531], [-1.25188, 0.69750, 1.31525], [-1.75110, 1.37203, 2.38171], [-2.18035, 2.62372, 1.93677], [-1.82466, 2.71531, 0.60214], [-0.81622, -1.28297, 1.51120], [1.01022, 1.68535, -1.42743], [1.83587, 1.02071, -0.58086], [3.06872, 1.00981, -1.05748], [3.13833, 1.90318, -2.15935], [1.80573, 2.32911, -2.36134], [3.82333, 0.38017, -0.59923], [1.40832, 3.02833, -3.08544], [4.02321, 2.18587, -2.70613], [-1.13952, 2.18168, -1.94912], [-1.93341, 3.52222, -0.11447], [-1.80641, 0.20458, -3.46382], [-2.67463, 3.38583, 2.50781], [-1.98026, -2.50014, -3.39247], [-1.81225, 0.93182, 3.37184], [-1.10974, -3.24263, -0.93074], [0.69012, -0.38766, 2.40685], [0.26995, -1.09083, 3.19904], [-0.00793, -0.41827, 4.02894], [-0.71270, -1.78257, 2.98530], [1.11361, -1.76534, 3.43908], [1.40442, -3.25729, 0.78323], [0.76923, -2.00196, 0.57954], [2.44525, -3.12102, 1.14225], [1.47037, -3.75083, -0.20181], [0.86510, -3.91849, 1.49380]], "lowdin_spin": [0.03, 0.27, 0.08, 0.21, 0.39, 0.00, 0.09, 0.24, 0.03, 0.38, 0.19, 0.16, 0.06, 0.27, 0.00, 0.36, 0.30, 0.00, 0.01, 0.01, 0.00, 0.00, 0.00, 0.01, 0.01, 0.00, 0.00, 0.00, 0.00, 0.00, 0.00, 0.00, 0.10, 0.70, 0.05, 0.05, 0.00], "lumo_energy_ha": [-0.5756, -0.6657], "mol_weight_g_mol": 455.19, "relative_energy_kj_mol": 137.3, "e_homo_ev": [-23.57, -23.37], "total_charge": 4, "spin_multiplicity": 5}

=====

(2)
{"formula": "C3H9OS", "method": "the ωB97M-V functional and the def2-TZVPD basis", "elements": ["C", "O", "H", "H", "H", "C", "S", "C", "H", "H", "H", "H", "H", "H"], "positions_angstrom": [[-1.82452, 1.75539, -1.19301], [-1.73454, 1.58906, 0.19957], [-1.79112, 0.80408, -1.74560], [-1.02007, 2.40881, -1.56519], [-2.77060, 2.21553, -1.47565], [2.07152, -1.92738, -0.03012], [0.89698, -0.48255, -0.09527], [0.01919, -0.40506, 1.37854], [2.26234, -2.27896, -1.04694], [3.01419, -1.62646, 0.42441], [1.58766, -2.74241, 0.50489], [-0.86770, -1.05509, 1.41534], [-1.20622, 0.76052, 0.38697], [0.53701, -0.44029, 2.33731]], "mulliken_charge": [-0.60, -0.46, 0.25, 0.22, 0.26, -0.84, -0.25, -1.08, 0.25, 0.20, 0.26, 0.20, 0.36, 0.22], "lumo_energy_ha": 0.1466, "mol_weight_g_mol": 93.17, "relative_energy_kj_mol": 265.7, "e_homo_ev": -1.91, "total_charge": -1, "spin_multiplicity": 1}

=====

(3)
{"formula": "C7H13NOS2", "method": "the ωB97M-V functional and the def2-TZVPD basis", "elements": ["C", "C", "C", "C", "C", "C", "C", "H", "H", "H", "H", "H", "H", "H", "H", "H", "H", "H", "H", "H", "N", "O", "S", "S"], "positions_angstrom": [[-2.34563, -2.64072, 0.69096], [-0.29494, -1.26496, -0.77362], [-0.21162, -0.35852, 0.55955], [1.17241, 0.17015, 0.60562], [1.73245, 0.80364, -0.60537], [1.25604, 2.28628, -1.01120], [0.80391, 3.47383, 1.25989], [-3.30019, -3.27170, 0.57843], [-1.44449, -3.27480, 0.47396], [-2.58494, -2.31213, 1.64841], [0.37777, -2.15175, -0.80505], [0.06116, -0.70310, -1.70255], [-0.72664, 0.66894, 0.33618], [-0.57674, -0.93350, 1.45339], [1.84827, -0.52964, 1.21009], [1.14046, 1.03496, 1.38996], [1.42837, 0.12584, -1.66587], [2.81964, 0.77413, -0.62994], [-0.00003, 2.15462, -1.21884], [1.73505, 2.57550, -1.96324], [1.34598, 3.17061, 0.20788], [-2.32169, -2.41870, -1.95714], [-2.21461, -1.46464, -0.77426], [0.30003, 4.08566, 2.69274]], "mulliken_charge": [-0.95, -0.66, -0.31, -0.51, -0.58, -0.47, 0.43, 0.33, 0.26, 0.40, 0.33, 0.33, 0.17, 0.41, 0.35, 0.13, 0.20, 0.35, 0.23, 0.35, -0.32, -0.62, 0.44, -0.29], "lumo_energy_ha": 0.0106, "mol_weight_g_mol": 191.32, "relative_energy_kj_mol": 388.8, "e_homo_ev": -8.93, "spin_multiplicity": 1}

=====

(4)
{"formula": "C19H15NO4S4SeV", "method": "the ωB97M-V functional and the def2-TZVPD basis", "elements": ["V", "S", "C", "C", "C", "C", "C", "C", "S", "C", "C", "C", "C", "C", "C", "C", "S", "C", "C", "C", "C", "C", "C", "S", "N", "H", "H", "H", "H", "H", "H", "H", "H", "H", "H", "H", "H", "H", "H", "H", "O", "Se", "O", "O", "O"], "positions_angstrom": [[0.86192, -1.18058, 0.13086], [3.23410, -0.96022, -0.57956], [3.07138, -0.23422, -2.15500], [4.17386, 0.41670, -2.74631], [4.09045, 1.03881, -3.97542], [2.89686, 1.03929, -4.69608], [1.80112, 0.38798, -4.15386], [1.87740, -0.22108, -2.90700], [0.49282, -1.11774, -2.24994], [-0.80812, 0.18422, -2.19554], [-1.73203, -0.09071, -1.04247], [-3.08290, 0.19221, -1.11972], [-3.89520, -0.06390, -0.02126], [-3.32772, -0.62653, 1.10710], [-1.96968, -0.92137, 1.11811], [-1.32152, -1.55892, 2.30409], [0.37430, -0.91120, 2.56383], [-0.07423, 0.81718, 2.73322], [-0.69912, 1.18649, 3.92217], [-1.09691, 2.49151, 4.15964], [-0.83908, 3.44959, 3.18134], [-0.20318, 3.09648, 2.00850], [0.20331, 1.77298, 1.73683], [1.04460, 1.41133, 0.25913], [-1.18497, -0.62997, 0.06396], [5.10131, 0.43367, -2.18698], [4.96531, 1.53741, -4.37986], [2.82667, 1.52939, -5.65971], [0.86567, 0.34829, -4.70220], [-1.37369, 0.22106, -3.12774], [-0.28622, 1.12750, -2.03199], [-3.48728, 0.61183, -2.03210], [-4.95297, 0.16724, -0.05216], [-3.92199, -0.84618, 1.98461], [-1.15351, -2.62616, 2.15166], [-1.92605, -1.41643, 3.20080], [-0.86907, 0.42123, 4.67238], [-1.58803, 2.75826, 5.08780], [-1.13562, 4.48159, 3.33893], [-0.00121, 3.84518, 1.25172], [0.92158, -3.79829, 2.53930], [0.64693, -4.38576, 1.03778], [-0.68520, -5.31961, 0.99080], [0.22050, -2.99173, 0.11863], [1.94541, -5.06682, 0.35167]], "lowdin_spin": [1.09, -0.01, 0.00, 0.00, 0.00, 0.00, 0.00, 0.00, 0.00, -0.01, -0.02, 0.00, -0.03, 0.00, -0.02, -0.01, 0.00, 0.00, 0.00, 0.00, 0.00, 0.00, 0.00, 0.00, -0.02, 0.00, 0.00, 0.00, 0.00, 0.00, 0.00, 0.00, 0.00, 0.00, 0.00, 0.00, 0.00, 0.00, 0.00, 0.00, 0.00, 0.00, 0.00, 0.04, 0.00], "lumo_energy_ha": [0.1641, 0.1642], "mol_weight_g_mol": 579.50, "relative_energy_kj_mol": 0.0, "e_homo_ev": [-0.98, 0.17], "total_charge": -2, "spin_multiplicity": 2}